No. 1
This record from OMol25 describes a single C16H16N4O6S molecule in a non-equilibrium geometry. The level of theory is the ωB97M-V functional and the def2-TZVPD basis.

The SMILES is C[C@H](C(=O)NO)N(Cc1ccccc1[N+](=O)[O-])Sc1ccccc1[N+](=O)[O-]. The calculation puts the HOMO energy at -8.72 eV. The total charge is 0. The orbital gap is 7.924 eV. The total energy comes out at -45924.1937 eV.

Geometry (Å):
O1 -2.0360 -2.8713 -2.1572
O2 0.4113 -3.2841 3.8050
O3 -1.3610 3.7002 -0.1520
O4 2.0457 -2.6801 2.4914
O5 0.5221 3.0105 -0.9807
O6 -0.3995 -4.8010 -1.1432
S1 0.8916 -0.7773 0.4782
C1 -1.4836 -2.5963 -1.0676
C2 -0.1586 1.5897 3.5620
C3 -0.0894 0.7917 4.7207
C4 -3.2333 2.4772 -3.6517
C5 -2.8806 1.2027 -4.1107
C6 0.2107 1.0810 2.3216
C7 0.3758 -0.5339 4.5739
C8 -2.4938 3.0373 -2.5895
C9 -1.8440 0.4943 -3.4563
C10 0.5924 -0.2379 2.1582
C11 0.7126 -1.0793 3.3083
C12 -1.4116 2.3384 -1.9841
C13 -1.0939 1.0305 -2.4266
N1 -0.7060 -3.5698 -0.4698
N2 -0.4686 -0.3661 -0.4373
N3 1.0817 -2.4268 3.2039
N4 -0.7062 3.0390 -0.9547
C14 -0.0724 0.1289 -1.7732
C15 -2.1864 -1.5021 1.0247
C16 -1.6901 -1.2136 -0.4025
H1 -0.8701 -4.8374 -2.0226
H2 -0.4408 2.6284 3.6657
H3 -0.4066 1.1931 5.6655
H4 -3.9430 3.0920 -4.1551
H5 -3.3405 0.7584 -4.9686
H6 0.1808 1.7420 1.4725
H7 0.4128 -1.1503 5.4603
H8 -2.7627 4.0230 -2.2468
H9 -1.6745 -0.5505 -3.7680
H10 -0.1285 -3.3473 0.3670
H11 0.1239 -0.7200 -2.4182
H12 0.8649 0.6712 -1.7400
H13 -2.2722 -0.5700 1.5886
H14 -3.2171 -1.9556 1.0403
H15 -1.4684 -2.1378 1.5645
H16 -2.4879 -0.6420 -0.9117



No. 2
This record from OMol25 describes a single C16H16N4O6S2 molecule in a non-equilibrium geometry. The level of theory is the ωB97M-V functional and the def2-TZVPD basis.

The SMILES is COC(=O)C[C@@H]1C(=O)NCCN1C(=O)CSc1nc2ccc([N+](=O)[O-])cc2s1. The calculation puts the HOMO energy at -8.82 eV. The total charge is 0. The orbital gap is 8.190 eV. The total energy comes out at -56766.5205 eV.

Geometry (Å):
C1 5.5872 3.8995 -2.6475
H1 4.8595 4.5981 -3.0655
H2 5.9755 3.2707 -3.4509
H3 6.3947 4.4367 -2.1577
O1 4.9809 3.0949 -1.6440
C2 3.9701 2.3216 -2.0325
O2 3.5495 2.2947 -3.1624
C3 3.4422 1.5151 -0.8708
H4 4.2940 1.0424 -0.3803
H5 2.9676 2.1857 -0.1525
C4 2.4450 0.4255 -1.2938
N1 1.1826 0.9741 -1.7733
C5 0.3635 1.5001 -0.8417
O3 0.6680 1.5570 0.3321
C6 -0.9787 2.0363 -1.3410
H6 -0.8465 2.9247 -1.9577
H7 -1.5477 1.2738 -1.8703
S1 -1.9674 2.5497 0.0922
C7 -2.1616 1.0007 0.8124
N2 -1.8428 -0.1072 0.2378
C8 -2.1026 -1.1757 1.0316
C9 -1.8602 -2.5099 0.7032
C10 -2.1874 -3.4906 1.6092
C11 -2.7558 -3.1525 2.8413
C12 -3.0070 -1.8338 3.2000
C13 -2.6758 -0.8534 2.2900
S2 -2.8569 0.8717 2.4278
H8 -3.4449 -1.6063 4.1590
N3 -3.0939 -4.1994 3.7664
O4 -2.8706 -5.3437 3.4296
O5 -3.5852 -3.8777 4.8282
H9 -2.0150 -4.5331 1.3910
H10 -1.4217 -2.7497 -0.2515
C14 0.9150 0.8344 -3.1852
H11 -0.0735 1.2109 -3.4333
C15 1.0339 -0.6468 -3.5414
N4 2.3781 -1.0700 -3.2377
C16 3.1378 -0.5314 -2.2646
O6 4.3020 -0.8329 -2.1161
H12 2.8501 -1.7075 -3.8617
H13 0.8359 -0.8017 -4.6034
H14 0.3066 -1.2279 -2.9581
H15 1.6720 1.3994 -3.7400
H16 2.2170 -0.1568 -0.3886



No. 3
This record from OMol25 describes C16H16N4OS2 as an isolated structure in a non-equilibrium geometry. The level of theory is the ωB97M-V functional and the def2-TZVPD basis.

The calculation puts the HOMO energy at -7.88 eV. The total charge is 0. The orbital gap is 8.283 eV. The total energy comes out at -46517.5088 eV.

Geometry (Å):
C1 1.7892 2.7865 -1.0128
N1 1.1624 2.3072 0.0404
C2 -0.1661 2.5318 0.2674
N2 -0.5687 1.8560 1.4170
N3 0.5341 1.2043 1.8070
C3 1.4273 1.5496 1.1880
C4 2.7951 1.0449 1.4426
C5 3.1021 0.0671 0.1931
C6 2.2538 -0.9831 -0.0466
C7 2.8789 -1.9321 -0.9324
C8 3.9915 -1.2860 -1.3642
S1 4.4663 0.0730 -0.7419
H1 4.7029 -2.1341 -2.2256
H2 2.3570 -2.6858 -1.2230
H3 1.3456 -1.1746 0.4000
H4 2.9507 0.7984 2.4309
H5 3.6193 1.8256 1.1324
S2 -1.4774 3.1313 -0.7291
C9 -2.9110 2.6535 -0.2064
H6 -3.0452 2.7717 1.0486
H7 -3.8324 3.1285 -0.7314
C10 -3.2954 1.1657 -0.3533
O1 -3.7855 0.8429 -1.4457
N4 -2.6299 0.3033 0.5543
C11 -2.3196 -0.9488 0.0307
C12 -1.3283 -1.6481 1.1689
C13 -1.0887 -3.1995 1.1135
C14 -1.6492 -3.6604 0.1224
C15 -2.6692 -3.3111 -0.6290
C16 -2.8768 -1.9691 -0.6175
H8 -3.5987 -1.3932 -1.4393
H9 -3.0842 -3.9251 -1.6161
H10 -1.4100 -4.8325 0.1263
H11 -0.4157 -3.5607 1.7965
H12 -0.9874 -1.1020 1.9293
H13 -2.0069 0.9141 1.1714
H14 2.4485 2.0163 -1.6141
H15 1.0300 3.0483 -1.6238
H16 2.2918 3.7263 -0.8283



No. 4
This record from OMol25 describes C16H17AlBrCl11F2LiMgNO2S as an isolated structure in a non-equilibrium geometry. The level of theory is the ωB97M-V functional and the def2-TZVPD basis.

The calculation puts the HOMO energy at -11.32 eV. The total charge is +2. The orbital gap is 1.916 eV. The total energy comes out at -258726.0603 eV.

Geometry (Å):
C1 6.8684 -0.4486 1.1022
C2 5.8934 -1.4814 0.2931
C3 4.6959 -0.5785 -0.2820
C4 3.2220 -1.2093 0.0028
C5 2.1751 -0.2089 -0.6852
C6 0.7580 -0.1326 0.0313
C7 -0.5147 -0.3856 -0.8720
C8 -1.9509 -0.2878 -0.2867
C9 -2.1775 0.0155 1.2080
C10 -0.9563 0.2642 2.1450
C11 0.5112 0.2013 1.5151
S1 1.9203 0.5593 2.6492
C12 -3.7514 -0.0063 1.4667
O1 -4.3972 -0.0308 2.5457
N1 -4.2768 -0.0412 0.1090
C13 -3.3900 -0.4495 -0.9687
O2 -3.6696 -0.7898 -2.1335
H1 6.4459 -0.2426 2.1547
H2 7.9645 -0.8008 1.1096
H3 6.8289 0.5439 0.5114
H4 6.5542 -1.9007 -0.5573
H5 5.4952 -2.3175 0.9583
H6 4.7880 -0.5517 -1.4310
H7 4.7451 0.5158 0.0811
H8 3.0418 -1.3966 1.1155
H9 3.2421 -2.2359 -0.5308
H10 2.0038 -0.5994 -1.7615
H11 2.6624 0.8313 -0.8088
H12 -0.3736 -0.6450 -1.9772
H13 -1.1510 0.4860 3.2548
H14 2.1828 -0.5569 3.4399
H15 -5.3281 -0.1382 -0.0289
C14 6.4485 3.4993 -0.9616
Cl1 6.2993 2.5696 -2.4634
Cl2 5.0755 3.1996 0.1081
H16 7.3666 3.2056 -0.4543
H17 6.4843 4.5603 -1.2049
Cl3 -6.7525 -0.0377 -1.0752
C15 -6.9738 -4.4923 -0.8015
Cl4 -7.2250 -4.7357 -2.5379
Cl5 -8.5397 -4.2586 -0.0010
Cl6 -6.1664 -5.9404 -0.1109
Cl7 -5.9558 -3.0675 -0.5419
Mg1 6.1297 0.8524 3.5243
F1 -0.6972 2.4464 3.0327
Li1 4.0127 2.1752 -3.1797
Br1 2.5841 3.2092 2.7088
F2 0.8501 3.8962 1.5910
Al1 -6.3679 -7.1510 1.9429
C16 -9.3268 2.8175 -2.5889
Cl8 -10.2282 1.2977 -2.4023
Cl9 -7.9693 2.5673 -3.7093
Cl10 -10.4062 4.0703 -3.2382
Cl11 -8.7039 3.3350 -1.0069



No. 5
This record from OMol25 describes C16H17BrN6O3PdS as an isolated structure. The level of theory is the ωB97M-V functional and the def2-TZVPD basis.

The calculation puts the HOMO energy at -8.17 eV. The total charge is 0. The orbital gap is 7.300 eV. The total energy comes out at -116309.9246 eV.

Geometry (Å):
Pd1 0.1184 0.0081 0.8973
N1 -2.8102 2.9427 1.7163
C1 -1.7463 2.1741 1.4383
S1 -1.7839 0.5211 1.9684
N2 -0.7608 2.7706 0.7767
N3 0.2511 1.9132 0.5108
C2 1.3121 2.3029 -0.0964
C3 2.3550 1.3124 -0.2898
C4 3.5756 1.6247 -0.8685
C5 4.5236 0.6221 -0.9949
C6 4.2296 -0.6480 -0.5397
C7 2.9823 -0.8913 0.0145
N4 2.0623 0.0605 0.1345
H1 -3.5923 2.5618 2.2142
H2 -2.7897 3.9180 1.4779
H3 1.4274 3.3321 -0.4150
H4 3.7695 2.6328 -1.2059
H5 5.4846 0.8356 -1.4440
H6 4.9447 -1.4542 -0.6146
H7 2.7016 -1.8724 0.3644
Br1 0.2477 -7.7807 -1.4455
C8 -0.0481 -6.4573 -0.1265
C9 -0.4661 -6.8327 1.1413
N5 -0.6922 -5.9520 2.1102
C10 -0.5057 -4.6643 1.8359
C11 -0.0856 -4.1990 0.5946
C12 0.1480 -5.1211 -0.4152
C13 0.1164 -2.7348 0.3197
O1 -0.1182 -1.9681 1.3229
O2 0.4980 -2.3637 -0.7931
H8 -0.6225 -7.8785 1.3786
H9 -0.6964 -3.9578 2.6331
H10 0.4721 -4.7826 -1.3896
C14 -0.0694 0.0127 -2.9505
N6 -0.9667 -1.1165 -3.0670
C15 -0.4764 -2.2633 -3.7998
C16 -1.9209 -1.2879 -2.1209
O3 -2.1958 -0.4913 -1.2466
H11 0.2922 0.2888 -3.9419
H12 0.7818 -0.2392 -2.3095
H13 -0.6071 0.8505 -2.5116
H14 -0.2087 -1.9652 -4.8145
H15 -1.2565 -3.0205 -3.8611
H16 0.4001 -2.6969 -3.3088
H17 -2.4663 -2.2397 -2.2397



No. 6
This record from OMol25 describes C16H17CaN11O9 as an isolated structure in a non-equilibrium geometry. The level of theory is the ωB97M-V functional and the def2-TZVPD basis.

The calculation puts the HOMO energy at -8.49 eV. The total charge is 0. The orbital gap is 8.310 eV. The total energy comes out at -70122.7399 eV.

Geometry (Å):
Ca1 -0.8071 -0.5057 0.2928
O1 0.2053 -1.7837 1.7707
C1 0.5060 -0.6178 2.1200
O2 -0.3349 0.2733 2.3017
C2 1.9568 -0.2549 1.9725
C3 2.9503 -0.1859 2.8954
C4 4.2655 0.1097 2.4743
C5 4.5449 0.3087 1.1369
C6 3.5304 0.2492 0.1864
C7 2.1758 -0.0219 0.5694
O3 1.2041 -0.0621 -0.2360
N1 3.8766 0.4426 -1.1739
O4 5.0387 0.6840 -1.4471
O5 3.0003 0.3551 -2.0246
N2 5.3122 0.1990 3.4421
O6 6.4266 0.4828 3.0460
O7 5.0311 -0.0084 4.6082
H1 2.7617 -0.3511 3.9455
H2 5.5566 0.5139 0.8121
N3 -1.0605 -4.2637 1.1942
N4 -1.8659 -3.1963 1.3378
N5 -2.4989 -2.9370 2.4347
C8 -3.1655 -1.8364 2.1107
N6 -2.9288 -1.4789 0.8561
N7 -2.1069 -2.3733 0.3771
H3 -0.7402 -4.5681 2.1099
H4 -0.2848 -4.0317 0.5764
H5 -3.8175 -1.3217 2.7889
N8 1.1758 4.8018 0.1620
C9 -0.0807 5.0246 -0.2810
O8 -0.4164 6.0479 -0.8350
C10 -1.0538 3.9130 -0.0146
C11 -2.3823 4.2387 0.2455
C12 -3.2853 3.2148 0.4736
C13 -2.8319 1.9034 0.4260
N9 -1.5772 1.5880 0.1376
C14 -0.7102 2.5648 -0.0803
H6 1.8691 5.5195 0.0236
H7 1.4397 3.9648 0.6506
H8 -2.6811 5.2770 0.2445
H9 -4.3235 3.4290 0.6758
H10 -3.4995 1.0658 0.5889
H11 0.2849 2.2473 -0.3628
C15 -1.0226 -2.1961 -4.9281
N10 -1.5028 -1.6354 -3.6869
C16 -0.7420 -1.1014 -2.7015
N11 0.5852 -1.0491 -2.8733
O9 -1.2986 -0.7149 -1.6629
H12 -1.7718 -2.8763 -5.3260
H13 -0.1097 -2.7668 -4.7523
H14 -0.8286 -1.4195 -5.6759
H15 -2.4933 -1.6416 -3.4956
H16 1.0040 -1.1314 -3.7814
H17 1.1266 -0.5525 -2.1677



No. 7
This record from OMol25 describes C16H17Cl2F5O2Pb as an isolated structure in a non-equilibrium geometry. The level of theory is the ωB97M-V functional and the def2-TZVPD basis.

The calculation puts the HOMO energy (spin up / spin down) at -0.89 / -0.80 eV. The total charge is -2. The orbital gap (spin up / spin down) is 5.131 / 5.554 eV. The total energy comes out at -64840.6172 eV.

Geometry (Å):
C1 0.2708 -1.1977 -2.5411
C2 1.1577 -0.0587 -2.6910
C3 0.3421 1.1032 -2.6544
C4 2.6182 -0.1066 -2.8108
C5 -1.0122 0.7114 -2.4963
C6 -1.0559 -0.7093 -2.4177
C7 -2.2577 -1.5425 -2.2049
C8 0.6547 -2.6097 -2.5117
C9 0.8572 2.4939 -2.7383
C10 -2.1800 1.6337 -2.4818
Pb1 0.7016 -0.3371 1.3401
Cl1 2.3962 1.2584 0.4041
Cl2 2.3922 -2.1065 0.5376
O1 -0.8798 0.7106 0.3823
H1 2.9623 -1.1431 -2.7206
H2 3.1165 0.4697 -2.0084
H3 2.9848 0.3031 -3.7683
H4 1.6334 2.6598 -1.9771
H5 0.0337 3.2106 -2.5720
H6 1.2973 2.7091 -3.7247
H7 -1.9582 2.5836 -1.9488
H8 -3.0534 1.1573 -2.0013
H9 -2.4769 1.9107 -3.5234
H10 -3.1901 -0.9494 -2.2337
H11 -2.1504 -2.0387 -1.1924
H12 -2.3163 -2.2928 -3.0093
H13 1.6990 -2.7321 -2.1951
H14 0.5356 -3.1225 -3.4887
H15 0.0462 -3.1648 -1.7669
H16 -0.8522 1.7130 0.4399
O2 -1.3336 -2.3392 0.2048
H17 -1.8781 -2.0954 1.0481
F1 0.4918 -0.8806 4.6915
C11 0.6632 0.4873 4.5547
C12 0.5302 1.1011 3.3118
C13 0.5581 2.4828 3.1886
F2 0.1982 3.1167 2.0521
C14 0.9984 3.2475 4.2696
F3 1.2773 4.5668 4.1082
C15 1.2431 2.6243 5.4958
F4 1.7958 3.3304 6.5100
C16 1.0090 1.2615 5.6741
F5 1.1926 0.6778 6.9053



No. 8
This record from OMol25 describes a single C16H17ClN4O2 molecule in a non-equilibrium geometry. The level of theory is the ωB97M-V functional and the def2-TZVPD basis.

The SMILES is CCn1nc(COC)c2c(C)n(-c3ccccc3Cl)nc2c1=O. The calculation puts the HOMO energy at -8.35 eV. The total charge is 0. The orbital gap is 8.715 eV. The total energy comes out at -39442.2297 eV.

Geometry (Å):
O1 0.4716 -3.3172 1.8184
Cl1 -0.3658 2.0087 3.6202
N1 1.1947 -0.3670 1.5680
N2 -1.6420 -2.1542 -0.8192
O2 -0.6998 0.1850 -3.1600
C1 -0.0726 -2.5411 1.0313
C2 0.3006 -1.0942 0.8842
C3 -1.1475 -1.0061 -1.0875
C4 -0.2168 -0.2620 -0.1895
C5 0.2764 1.0121 0.0273
C6 3.0097 4.2304 2.9862
C7 3.6476 3.6511 1.8827
C8 1.7590 3.7891 3.5193
C9 3.0106 2.5950 1.2303
C10 1.2079 2.6067 2.9353
C11 1.7806 2.0376 1.7296
N3 1.1944 0.9329 1.0609
N4 -1.1879 -2.9199 0.1980
C12 -1.1337 0.0105 -4.5353
C13 -0.1097 2.2752 -0.7216
C14 -1.7516 -0.2610 -2.2594
C15 -1.7521 -5.2002 -0.3224
C16 -1.8973 -4.1334 0.6814
H1 3.5445 4.9978 3.4991
H2 4.6308 3.9611 1.4661
H3 1.1753 4.2484 4.3898
H4 3.4083 2.2650 0.3654
H5 -0.3202 -0.3339 -5.0973
H6 -1.4539 1.0234 -4.8520
H7 -1.9774 -0.6599 -4.7060
H8 -0.9190 2.2180 -1.4236
H9 0.7523 2.5505 -1.3559
H10 -0.3146 3.1494 -0.1654
H11 -2.3941 -1.0455 -2.8115
H12 -2.4799 0.5528 -2.1322
H13 -1.3976 -4.8281 -1.3294
H14 -1.0075 -5.8541 0.1231
H15 -2.6543 -5.8633 -0.5219
H16 -2.9872 -3.8958 0.9088
H17 -1.4815 -4.5635 1.5646